Below is a molecular structure, C4H8ClN at a distorted geometry, with properties calculated with ωB97M-V/def2-TZVPD.

Geometry as XYZ:
```
14
Properties=species:S:1:pos:R:3:forces:R:3
C 1.795781 -0.138466 -0.454830 0.716 0.042 -0.144
C -0.395241 1.081432 0.047992 0.253 1.877 0.239
C -1.436582 0.126789 0.614818 -1.823 -0.075 -0.532
C -0.467909 -0.938594 0.233617 -0.342 -2.530 -0.380
H 1.641458 -0.333566 -1.530151 0.499 0.269 -0.152
H 2.405988 0.773855 -0.244757 -0.290 -0.734 -0.559
H 2.351646 -1.019955 -0.043681 -0.556 0.719 -0.155
H -0.122899 1.945204 0.626977 -0.102 0.624 0.558
H -0.558549 1.466291 -0.955724 -0.499 -0.297 -0.544
H -1.716771 0.127655 1.690432 0.356 0.457 -0.909
H -0.421031 -1.727591 1.001093 0.486 -0.177 -0.523
H -0.663085 -1.325960 -0.798432 -0.277 -0.333 0.710
N 0.541543 0.029633 0.169724 1.590 -0.286 1.915
Cl -2.954349 -0.066727 -0.357077 -0.010 0.443 0.474
```
Forces are in eV/Å.

E_LUMO   1.0237 eV
HOMO energy   -8.36 eV
Energy relative to the best compared isomer or geometry (same formula, charge and spin)   104.2 kJ/mol
Energy   -672.09703 Ha
F_max   2.6 eV/A